# 1
Entry from the OMol25 dataset: a molecular structure, C13H23Cl3CrNO4P2 (ωB97M-V with the def2-TZVPD basis set).

Element x y z (Å)
1 Cr 0.87 0.00 0.26
2 P 0.80 -0.92 -1.93
3 C -1.00 -1.05 -2.18
4 C -1.68 -1.26 -0.84
5 N -1.13 -0.68 0.26
6 C -1.84 -0.63 1.41
7 C -3.07 -1.27 1.52
8 C -3.59 -1.94 0.42
9 C -2.88 -1.95 -0.77
10 C -1.28 0.15 2.57
11 P -0.09 1.44 2.02
12 H -3.25 -2.46 -1.66
13 H -3.59 -1.21 2.48
14 H -4.55 -2.44 0.50
15 H -2.09 0.66 3.11
16 H -0.74 -0.51 3.27
17 H -1.43 -0.13 -2.57
18 H -1.27 -1.78 -2.94
19 H -1.42 1.74 -2.50
20 O -2.20 1.21 -2.75
21 H -2.35 1.30 -3.74
22 H 0.01 1.87 -0.94
23 O -0.01 2.52 -1.71
24 H -0.52 3.25 -1.30
25 C -1.16 2.83 1.57
26 H -1.80 3.09 2.43
27 H -0.53 3.69 1.31
28 H -1.80 2.58 0.71
29 C 0.80 1.91 3.52
30 H 1.47 2.73 3.27
31 H 0.09 2.20 4.31
32 H 1.41 1.06 3.84
33 C 1.66 -2.51 -1.86
34 H 1.47 -3.12 -2.75
35 H 2.73 -2.30 -1.76
36 H 1.38 -3.07 -0.96
37 C 1.43 -0.02 -3.35
38 H 2.52 0.06 -3.23
39 H 1.18 -0.56 -4.26
40 H 1.01 0.99 -3.36
41 Cl 5.84 -0.82 1.55
42 C 4.20 -0.37 1.12
43 Cl 3.73 1.17 1.91
44 Cl 4.05 -0.15 -0.69
45 C 3.15 -1.53 1.49
46 O 3.59 -2.61 1.83
47 O 1.89 -1.20 1.38

Summary:
Electronic energy, a.u.: -3972.47410
2S+1: 5
HOMO (alpha / beta), eV: -11.6 / -12.5
Total charge: +1
Expectation value of S²: 6.03

# 2
Entry from the OMol25 dataset: a molecular structure, H10LiO5 (ωB97M-V with the def2-TZVPD basis set).

Element x y z (Å)
1 Li 0.45 0.04 0.19
2 O 2.29 0.54 1.06
3 H 2.78 -0.18 0.79
4 H 2.06 0.66 2.10
5 O -0.57 1.85 0.71
6 H -1.59 1.65 0.77
7 H -0.21 2.67 1.16
8 O 1.26 -0.29 -1.93
9 H 0.87 -1.21 -1.98
10 H 0.91 0.16 -2.75
11 O -1.92 0.13 -1.27
12 H -2.87 0.21 -1.06
13 H -2.09 -0.58 -1.81
14 O -0.29 -1.68 0.97
15 H 0.00 -2.43 1.57
16 H -1.10 -1.53 1.48

Summary:
Electronic energy, a.u.: -389.55716
2S+1: 1
Energy relative to the best compared isomer or geometry (same formula, charge and spin), kcal per mole: 37.12
HOMO, eV: -15.8
Total charge: +1

# 3
Entry from the OMol25 dataset: a gas-phase ion, C10H13N2O2 (charge +1) (ωB97M-V with the def2-TZVPD basis set).

Element x y z (Å)
1 C 4.83 -0.13 -1.01
2 C 3.89 0.10 -0.32
3 N 2.80 0.36 0.49
4 N 2.97 1.32 1.39
5 C 1.96 1.55 2.18
6 C 0.76 0.82 2.10
7 C 0.58 -0.16 1.15
8 C -0.69 -0.96 1.02
9 O -1.75 -0.08 0.78
10 C -2.81 -0.69 0.02
11 C -2.64 -0.46 -1.49
12 C -2.28 0.99 -1.85
13 C 1.68 -0.38 0.30
14 O 1.70 -1.30 -0.66
15 H 5.74 -0.44 -1.49
16 H 2.07 2.32 2.93
17 H -0.04 1.05 2.79
18 H -0.83 -1.49 1.97
19 H -0.56 -1.72 0.25
20 H -2.86 -1.76 0.23
21 H -3.73 -0.24 0.37
22 H -3.60 -0.71 -1.93
23 H -1.92 -1.18 -1.88
24 H -1.55 1.01 -2.66
25 H -3.17 1.50 -2.21
26 H -1.90 1.56 -1.01
27 H 1.35 -0.92 -1.48

Summary:
Electronic energy, a.u.: -648.45050
2S+1: 1
Energy relative to the best compared isomer or geometry (same formula, charge and spin), kcal per mole: 80.51
HOMO, eV: -13.5
Total charge: +1

# 4
Entry from the OMol25 dataset: a single C2H2N4O2 molecule (ωB97M-V with the def2-TZVPD basis set).

Element x y z (Å)
1 C 0.68 0.86 0.12
2 C -1.37 -0.78 0.03
3 H -0.77 2.11 -0.17
4 H -1.39 -1.90 -0.01
5 N 0.19 2.03 -0.07
6 N 2.08 0.40 0.05
7 N 2.12 -0.82 -0.08
8 N -0.03 -0.34 0.23
9 O 0.80 -1.49 -0.06
10 O -2.33 -0.08 -0.04

Summary:
Electronic energy, a.u.: -446.77336
2S+1: 1
Energy relative to the best compared isomer or geometry (same formula, charge and spin), kcal per mole: 125.10
HOMO, eV: -10.3
Total charge: 0

# 5
Entry from the OMol25 dataset: a single C5H7NO3 molecule (ωB97M-V with the def2-TZVPD basis set).

Element x y z (Å)
1 C -2.53 0.50 -0.50
2 C -1.44 0.03 -0.23
3 C 0.07 -0.36 1.80
4 C 0.95 0.68 -0.22
5 C -0.09 -0.41 0.24
6 N 0.98 0.61 -1.66
7 O 1.08 1.67 -2.25
8 O 0.79 -0.48 -2.25
9 O 0.34 -1.73 0.05
10 H -3.55 0.69 -0.80
11 H 1.04 -0.60 2.08
12 H -0.08 0.63 2.19
13 H -0.61 -1.11 2.30
14 H 0.66 1.60 0.10
15 H 1.84 0.20 0.13
16 H 0.54 -1.91 -0.98

Summary:
Electronic energy, a.u.: -475.00028
2S+1: 1
Energy relative to the best compared isomer or geometry (same formula, charge and spin), kcal per mole: 156.08
HOMO, eV: -10.5
Total charge: 0

# 6
Entry from the OMol25 dataset: a molecular structure, C14H36N2O6Zn (ωB97M-V with the def2-TZVPD basis set).

Element x y z (Å)
1 Zn 0.36 0.27 0.77
2 C 0.80 3.19 0.65
3 C -0.22 3.10 1.75
4 O -0.94 1.89 1.62
5 O 1.40 1.95 0.39
6 H 1.50 4.01 0.92
7 H 0.24 3.59 -0.22
8 H -0.92 3.94 1.61
9 H 0.28 3.22 2.74
10 H -1.76 2.08 2.12
11 H 2.35 2.07 0.54
12 C 0.53 3.23 -3.01
13 O -0.13 2.23 -2.24
14 C 0.27 0.93 -2.61
15 C -0.71 -0.09 -2.14
16 N -1.11 0.35 -0.76
17 C -2.31 -0.45 -0.55
18 C -3.09 0.10 0.63
19 O -4.22 -0.67 0.97
20 C -4.97 -0.27 2.07
21 H 0.09 4.22 -2.70
22 H 0.36 3.18 -4.07
23 H 1.60 3.31 -2.75
24 H 1.33 0.72 -2.35
25 H 0.19 0.80 -3.68
26 H -0.24 -1.03 -2.40
27 H -1.59 0.03 -2.78
28 H -1.52 1.27 -0.95
29 H -2.01 -1.48 -0.37
30 H -2.98 -0.51 -1.36
31 H -3.30 1.14 0.42
32 H -2.49 0.22 1.53
33 H -5.61 0.60 1.87
34 H -4.35 -0.11 2.91
35 H -5.77 -1.00 2.26
36 C 0.74 -4.98 -2.88
37 O 1.14 -3.68 -2.54
38 C 0.91 -3.42 -1.20
39 C 1.80 -2.20 -0.93
40 N 1.44 -1.57 0.37
41 C 2.64 -0.81 0.80
42 C 2.49 -0.51 2.28
43 O 1.30 0.27 2.50
44 C 1.27 0.77 3.82
45 H 0.77 -5.04 -3.95
46 H -0.30 -5.19 -2.49
47 H 1.50 -5.67 -2.50
48 H 1.03 -4.20 -0.51
49 H -0.16 -3.17 -1.25
50 H 1.80 -1.42 -1.59
51 H 2.82 -2.59 -0.94
52 H 1.46 -2.44 0.94
53 H 2.97 -0.01 0.16
54 H 3.57 -1.39 0.74
55 H 3.36 0.02 2.63
56 H 2.58 -1.40 2.92
57 H 2.15 1.32 4.17
58 H 1.25 -0.01 4.59
59 H 0.38 1.27 4.03

Summary:
Electronic energy, a.u.: -2894.62440
2S+1: 1
HOMO, eV: -15.0
Total charge: +2

# 7
Entry from the OMol25 dataset: a molecular structure, C12H20N2O2Pt (ωB97M-V with the def2-TZVPD basis set).

Element x y z (Å)
1 C 0.13 2.03 0.84
2 C -2.55 1.02 1.32
3 C -0.27 2.18 -0.46
4 H 1.12 1.71 1.19
5 C -2.71 0.74 0.02
6 H -2.76 0.27 2.08
7 H 0.33 1.89 -1.34
8 H -2.91 -0.28 -0.31
9 C -1.54 2.82 -0.87
10 H -1.36 3.26 -1.86
11 H -1.89 3.66 -0.25
12 C -0.62 2.59 2.00
13 H -0.45 3.68 2.15
14 H -0.27 2.07 2.90
15 C -2.15 2.36 1.89
16 H -2.65 3.24 1.44
17 H -2.53 2.35 2.91
18 C -2.67 1.78 -1.06
19 H -3.62 2.36 -1.16
20 H -2.51 1.27 -2.03
21 Pt -0.10 -0.79 0.32
22 H 0.76 0.46 -0.21
23 C 3.46 -3.12 0.19
24 C 2.21 -2.40 -0.18
25 N 1.72 -1.45 0.66
26 O 2.60 -1.25 1.73
27 C 1.41 -2.65 -1.30
28 C 1.58 -3.71 -2.34
29 N 0.27 -1.85 -1.33
30 O -0.51 -1.84 -2.32
31 H 3.87 -2.68 1.10
32 H 4.20 -3.08 -0.62
33 H 3.29 -4.19 0.37
34 H 2.23 -0.51 2.26
35 H 0.73 -4.41 -2.31
36 H 1.64 -3.24 -3.33
37 H 2.51 -4.26 -2.11

Summary:
Electronic energy, a.u.: -848.20529
2S+1: 3
Energy relative to the best compared isomer or geometry (same formula, charge and spin), kcal per mole: 2.55
HOMO (alpha / beta), eV: -5.5 / -7.1
Total charge: 0
Expectation value of S²: 2.06

# 8
Entry from the OMol25 dataset: a single C4H8N2S molecule (ωB97M-V with the def2-TZVPD basis set).

Element x y z (Å)
1 C -0.23 -1.18 0.65
2 C -0.25 -0.28 -0.52
3 C 0.40 1.95 0.70
4 C 0.19 1.88 2.04
5 H 1.19 -2.05 1.90
6 H 1.64 -0.58 1.35
7 H -0.63 -2.14 0.34
8 H -0.90 -0.84 1.49
9 H 0.16 1.49 -1.25
10 H 0.79 2.86 0.24
11 H 0.33 2.75 2.63
12 H -0.25 0.99 2.47
13 N 1.21 -1.46 1.09
14 N 0.21 1.02 -0.38
15 S -0.81 -0.85 -1.96

Summary:
Electronic energy, a.u.: -664.86790
2S+1: 1
Energy relative to the best compared isomer or geometry (same formula, charge and spin), kcal per mole: 40.71
HOMO, eV: -8.5
Total charge: 0

# 9
Entry from the OMol25 dataset: a molecular structure, C9H13CaO4P (ωB97M-V with the def2-TZVPD basis set).

Element x y z (Å)
1 Ca -1.03 0.23 -0.13
2 O -1.19 -2.07 -2.95
3 C -1.12 -1.34 -2.06
4 C 0.15 1.42 1.68
5 O 0.58 1.98 2.59
6 C -1.13 -1.84 1.27
7 O -1.15 -2.77 1.95
8 C -0.07 1.89 -1.72
9 O 0.16 2.76 -2.44
10 C -5.57 1.27 -0.14
11 H -5.55 1.66 -1.16
12 H -5.88 0.23 -0.01
13 C -5.24 2.04 0.92
14 H -5.26 1.65 1.94
15 H -4.93 3.09 0.79
16 C 3.80 0.44 -0.12
17 P 2.04 -0.13 -0.08
18 C 2.30 -1.42 -1.36
19 C 2.32 -1.25 1.34
20 H 4.05 0.95 -1.05
21 H 4.43 -0.47 -0.04
22 H 4.05 1.10 0.73
23 H 3.30 -1.86 -1.20
24 H 1.53 -2.19 -1.29
25 H 2.26 -0.94 -2.35
26 H 3.31 -1.72 1.20
27 H 2.32 -0.66 2.27
28 H 1.54 -2.02 1.39

Summary:
Electronic energy, a.u.: -1670.03508
2S+1: 1
Energy relative to the best compared isomer or geometry (same formula, charge and spin), kcal per mole: 0.00
HOMO, eV: -15.7
Total charge: +2

# 10
Entry from the OMol25 dataset: a single C5H3ClN4 molecule (ωB97M-V with the def2-TZVPD basis set).

Element x y z (Å)
1 C -1.48 -0.92 0.17
2 C 0.06 -1.86 -1.18
3 C 0.51 0.19 -0.30
4 C 0.37 2.06 0.82
5 C -0.74 0.32 0.31
6 H 0.57 -2.83 -1.60
7 H 2.26 1.34 -0.09
8 H 0.97 2.94 1.10
9 N -0.99 -1.98 -0.47
10 N 0.90 -0.77 -1.26
11 N 1.22 1.21 0.13
12 N -0.77 1.58 1.12
13 Cl -2.87 -1.29 1.26

Summary:
Electronic energy, a.u.: -871.51916
2S+1: 1
Energy relative to the best compared isomer or geometry (same formula, charge and spin), kcal per mole: 35.82
HOMO, eV: -9.9
Total charge: 0

# 11
Entry from the OMol25 dataset: 2 unconnected molecules or ions with the total composition C3H10N2O (ωB97M-V with the def2-TZVPD basis set).

Element x y z (Å)
1 C -0.88 -2.56 -2.12
2 C -1.46 -2.52 -0.92
3 N 0.32 -1.79 -2.45
4 H -1.30 -3.19 -2.91
5 H -2.40 -2.76 -0.50
6 H -0.81 -2.08 -0.20
7 H 0.07 1.87 3.29
8 H 0.91 -2.28 -3.15
9 H 0.77 -1.68 -1.50
10 N 1.36 1.94 1.02
11 C 0.29 2.78 1.54
12 O -0.09 2.69 2.94
13 H 1.05 1.06 1.31
14 H 2.32 2.12 1.36
15 H 0.32 3.84 1.39
16 H -0.47 2.55 0.90

Summary:
Electronic energy, a.u.: -304.97316
2S+1: 1
Energy relative to the best compared isomer or geometry (same formula, charge and spin), kcal per mole: 63.69
HOMO, eV: -8.7
Total charge: 0

# 12
Entry from the OMol25 dataset: a gas-phase ion, C3H11N2O4 (charge +1) (ωB97M-V with the def2-TZVPD basis set).

Element x y z (Å)
1 C 1.60 -1.82 -0.53
2 C -1.13 0.67 0.24
3 C 0.35 0.31 0.03
4 N -1.23 2.02 0.72
5 N 0.39 -1.07 -0.80
6 O -1.70 0.47 -0.96
7 O -1.78 -0.21 1.13
8 O 0.87 1.22 -0.80
9 O 1.11 0.11 1.18
10 H 1.63 -2.12 0.53
11 H 1.57 -2.72 -1.34
12 H 2.55 -1.27 -0.72
13 H -2.13 2.17 0.95
14 H -0.75 2.29 1.57
15 H 0.48 -0.86 -1.74
16 H -0.46 -1.67 -0.65
17 H -2.59 0.82 -1.00
18 H -1.20 -0.39 1.87
19 H 0.28 2.00 -0.74
20 H 2.13 0.04 1.08

Summary:
Electronic energy, a.u.: -531.11687
2S+1: 1
Energy relative to the best compared isomer or geometry (same formula, charge and spin), kcal per mole: 48.85
HOMO, eV: -14.3
Total charge: +1